Record 1
Here is a cluster of 2 separate species, C3H12N2S in total at a distorted geometry from the OMol25 dataset. Energies are from wB97M-V/def2-TZVPD.

## Properties
Energy relative to the best compared isomer or geometry (same formula, charge and spin), kJ/mol: 49.34
SMILES string: NCCS.CN
Net charge: 0
HOMO, eV: -8.3
Max |F|, eV/Å: 1.98

Each line ends with the natural charge from an NBO analysis.
Positions of all 18 atoms, in Å:
N 1.364 1.344 -0.717  -0.8444
C 1.882 0.230 0.097  -0.2278
C 1.531 0.260 1.567  -0.5221
S -0.245 0.401 1.959  -0.2019
H 2.081 2.063 -0.728  0.3534
H 0.595 1.751 -0.188  0.3608
H 1.479 -0.710 -0.297  0.1716
H 2.964 0.129 -0.014  0.1945
H 1.967 1.102 2.109  0.2117
H 1.943 -0.641 2.036  0.2119
H -0.982 -0.032 0.781  0.2087
C -2.560 -1.080 -0.784  -0.4206
N -1.252 -0.466 -0.857  -0.8271
H -2.524 -2.121 -0.445  0.2005
H -3.221 -0.546 -0.099  0.1983
H -3.121 -1.171 -1.727  0.1771
H -0.579 -0.970 -1.424  0.3799
H -1.322 0.458 -1.270  0.3756


Record 2
Here is a cluster of 2 separate species, C3H12N2S in total at a distorted geometry from the OMol25 dataset. Energies are from wB97M-V/def2-TZVPD.

## Properties
Energy relative to the best compared isomer or geometry (same formula, charge and spin), kJ/mol: 105.50
SMILES string: CCS.NCN
Net charge: 0
HOMO, eV: -9.0
Max |F|, eV/Å: 3.93

Each line ends with the natural charge from an NBO analysis.
Positions of all 18 atoms, in Å:
C -0.777 2.650 -0.493  -0.6243
C 0.519 1.913 -0.905  -0.4902
S 0.278 0.741 -2.336  -0.1191
H -1.077 3.523 -1.097  0.2157
H -1.623 1.939 -0.272  0.2159
H -0.433 3.170 0.401  0.2139
H 0.843 1.251 -0.085  0.2298
H 1.199 2.692 -1.274  0.2192
H -0.871 1.173 -3.048  0.1398
N -0.675 -1.394 1.490  -0.8555
C 0.668 -1.731 1.043  -0.0677
N 0.984 -3.132 0.486  -0.8513
H -1.151 -2.105 1.969  0.3483
H -1.384 -1.145 0.729  0.3579
H 1.410 -1.520 1.884  0.1751
H 0.735 -1.028 0.194  0.1769
H 0.222 -3.421 -0.086  0.3601
H 1.132 -3.577 1.400  0.3555


Record 3
Here is a cluster of 2 separate species, C3H12N2Si in total at a distorted geometry from the OMol25 dataset. Energies are from wB97M-V/def2-TZVPD.

## Properties
Energy relative to the best compared isomer or geometry (same formula, charge and spin), kJ/mol: 405.97
SMILES string: CN[SiH3].C=NC
Net charge: 0
HOMO, eV: -8.8
Max |F|, eV/Å: 3.66

Each line ends with the natural charge from an NBO analysis.
Positions of all 18 atoms, in Å:
C 1.810 -1.713 0.063  -0.4112
N 1.529 -0.292 0.279  -1.0528
Si 2.654 1.012 0.126  1.0815
H 1.511 -2.282 0.924  0.1877
H 1.231 -2.290 -0.721  0.1737
H 2.815 -1.869 -0.385  0.2107
H 0.627 -0.088 0.483  0.3864
H 2.836 1.728 1.517  -0.1926
H 3.877 0.416 -0.332  -0.1981
H 2.286 2.126 -0.902  -0.1873
C -2.035 -0.805 0.010  -0.0625
N -1.988 0.356 -0.437  -0.3900
C -3.038 1.348 -0.307  -0.4487
H -2.785 -1.199 0.765  0.1472
H -1.138 -1.274 -0.199  0.1713
H -4.067 0.959 0.039  0.1608
H -2.827 2.130 0.366  0.2121
H -3.298 1.736 -1.289  0.2118


Record 4
Here is a structure of composition C3H12N3 at a distorted geometry from the OMol25 dataset. Energies are from wB97M-V/def2-TZVPD.

## Properties
Energy relative to the best compared isomer or geometry (same formula, charge and spin), kJ/mol: 317.76
Net charge: +1
HOMO, eV: -14.3
Max |F|, eV/Å: 5.70

Each line ends with the natural charge from an NBO analysis.
Positions of all 18 atoms, in Å:
C 1.185 -1.257 0.366  -0.4290
C 1.625 1.238 -0.019  -0.4110
C -1.650 -0.270 -0.503  -0.0849
N -1.664 0.302 0.769  -0.7812
N -0.324 0.215 -1.042  -0.4882
N 0.642 0.113 0.052  -0.2965
H 1.702 -1.380 1.227  0.2320
H 0.334 -2.003 0.475  0.2117
H 1.713 -1.555 -0.573  0.2177
H 2.455 1.144 -0.757  0.2268
H 0.999 2.138 -0.341  0.2350
H 1.969 1.325 0.974  0.2186
H -2.462 0.037 -1.222  0.2298
H -1.773 -1.372 -0.478  0.1981
H -2.357 -0.162 1.341  0.4286
H -1.901 1.336 0.751  0.4287
H -0.122 -0.091 -1.990  0.4022
H -0.372 0.245 0.969  0.4617


Record 5
Here is a cluster of 2 separate species, C3H12N3 in total at a distorted geometry from the OMol25 dataset. Energies are from wB97M-V/def2-TZVPD.

## Properties
Energy relative to the best compared isomer or geometry (same formula, charge and spin), kJ/mol: 620.98
Net charge: +1
HOMO (spin up / spin down), eV: -12.5 / -12.1
Max |F|, eV/Å: 4.58

Each line ends with the natural charge from an NBO analysis.
Positions of all 18 atoms, in Å:
C 0.996 -2.163 0.456  -0.6841
C 0.533 -1.046 1.424  -0.2543
C -1.160 0.510 -0.008  0.0733
N -1.058 1.834 0.345  -0.7756
N -0.624 0.463 -1.329  -0.4561
N 0.589 1.251 -1.333  -0.6696
H 1.986 -2.065 0.176  0.2218
H 0.691 -3.226 0.888  0.2506
H 0.322 -2.118 -0.366  0.2080
H 1.328 -0.359 1.693  0.1877
H -0.189 -1.336 2.056  0.1772
H -2.149 0.031 0.083  0.2208
H -1.347 2.036 1.295  0.4450
H -0.056 1.975 -0.202  0.4614
H -0.367 -0.430 -1.740  0.3946
H -1.720 2.428 -0.077  0.4099
H 0.773 1.504 -2.293  0.4068
H 1.453 0.711 -1.067  0.3826


Record 6
Here is a cluster of 2 separate species, C3H12N3O in total at a distorted geometry from the OMol25 dataset. Energies are from wB97M-V/def2-TZVPD.

## Properties
Energy relative to the best compared isomer or geometry (same formula, charge and spin), kJ/mol: 49.43
Net charge: -1
HOMO, eV: -2.8
Max |F|, eV/Å: 1.53

Each line ends with the natural charge from an NBO analysis.
Positions of all 19 atoms, in Å:
N 1.638 -1.635 0.481  -0.9365
C 0.215 -2.075 0.067  0.1628
O 0.166 -3.263 -0.457  -0.9217
H 2.172 -2.083 -0.248  0.3477
H 1.836 -2.173 1.328  0.3368
H -0.409 -1.933 1.038  0.0323
H -0.114 -1.222 -0.621  0.0459
C -0.996 1.219 0.423  -0.2320
C 0.082 1.417 -0.623  -0.2114
N 1.400 1.136 -0.076  -0.9057
N -2.324 1.331 -0.191  -0.8645
H -0.831 0.222 0.898  0.1895
H -0.878 1.986 1.172  0.1749
H -0.141 0.869 -1.558  0.1580
H 0.052 2.497 -0.877  0.1610
H 2.092 1.425 -0.765  0.3309
H 1.645 0.180 0.218  0.4212
H -2.540 0.495 -0.681  0.3606
H -3.067 1.606 0.470  0.3502


Record 7
Here is a cluster of 2 separate species, C3H12N3O in total at a distorted geometry from the OMol25 dataset. Energies are from wB97M-V/def2-TZVPD.

## Properties
Energy relative to the best compared isomer or geometry (same formula, charge and spin), kJ/mol: 70.78
Net charge: 0
HOMO (spin up / spin down), eV: -8.7 / -8.7
Max |F|, eV/Å: 2.51
<S²>: 0.754
Multiplicity: 2

Each line ends with the natural charge from an NBO analysis.
Positions of all 19 atoms, in Å:
C 0.833 -2.303 -0.198  -0.4387
N -0.108 -1.449 -0.940  -0.6369
C 0.670 -0.262 -1.502  -0.0165
O 1.552 -0.572 -2.443  -0.2741
H 1.828 -2.312 -0.649  0.1859
H 0.443 -3.318 -0.131  0.2079
H 0.905 -1.927 0.825  0.2017
H -0.302 -1.873 -1.848  0.3559
H 1.174 0.188 -0.629  0.2192
H -0.119 0.437 -1.821  0.2033
N -1.109 0.386 1.426  -0.8932
C -0.369 1.623 1.445  -0.0593
N -0.661 2.645 0.430  -0.8456
H -2.061 0.409 1.750  0.3648
H -0.941 -0.243 0.647  0.3878
H -0.502 2.096 2.418  0.1783
H 0.689 1.371 1.342  0.1654
H -0.258 2.359 -0.452  0.3423
H -1.664 2.746 0.329  0.3519


Record 8
Here is a cluster of 2 separate species, C3H12N3O in total at a distorted geometry from the OMol25 dataset. Energies are from wB97M-V/def2-TZVPD.

## Properties
Energy relative to the best compared isomer or geometry (same formula, charge and spin), kJ/mol: 189.68
Net charge: +1
HOMO, eV: -13.4
Max |F|, eV/Å: 2.33

Each line ends with the natural charge from an NBO analysis.
Positions of all 19 atoms, in Å:
N 2.313 -0.414 -2.040  -0.8035
C 1.629 0.713 -2.325  0.3306
N 0.554 0.961 -1.604  -0.8150
H 1.740 -1.206 -1.780  0.3888
H 3.310 -0.578 -2.122  0.4238
H 2.110 1.368 -3.074  0.1962
H 0.138 1.820 -1.987  0.3674
C -0.346 -0.126 2.043  -0.0898
O -0.715 0.631 3.200  -0.6999
C -1.646 -0.292 1.254  -0.2379
N -1.346 -0.628 -0.180  -0.7050
H 0.085 -1.082 2.330  0.1811
H 0.379 0.427 1.452  0.1825
H 0.113 0.946 3.591  0.4871
H -2.279 -1.086 1.679  0.2328
H -2.204 0.661 1.236  0.2408
H -1.048 -1.579 -0.300  0.4188
H -0.613 -0.007 -0.647  0.4727
H -2.175 -0.530 -0.727  0.4286


Record 9
Here is a cluster of 2 separate species, C3H12N3O in total from the OMol25 dataset. Energies are from wB97M-V/def2-TZVPD.

## Properties
Energy relative to the best compared isomer or geometry (same formula, charge and spin), kJ/mol: 43.21
Net charge: +1
HOMO, eV: -14.2
Max |F|, eV/Å: 0.63

Each line ends with the natural charge from an NBO analysis.
Positions of all 19 atoms, in Å:
C 0.539 -1.166 -2.059  -0.6436
C 1.591 -0.088 -1.957  -0.2220
N 1.753 0.403 -0.551  -0.6959
H 0.277 -1.315 -3.104  0.2554
H 0.879 -2.116 -1.646  0.2333
H -0.387 -0.914 -1.535  0.2210
H 2.555 -0.494 -2.263  0.2280
H 1.348 0.774 -2.574  0.2243
H 0.910 0.933 -0.241  0.4643
H 2.550 1.045 -0.515  0.4352
H 1.941 -0.350 0.118  0.4438
N -0.525 1.408 0.929  -0.9086
C -1.009 0.121 1.292  0.7641
N -2.077 -0.322 0.589  -0.8343
O -0.433 -0.522 2.127  -0.6085
H -1.205 2.000 0.453  0.3918
H -0.191 1.884 1.763  0.4202
H -2.424 -1.222 0.862  0.4291
H -2.529 0.223 -0.115  0.4024


Record 10
Here is a cluster of 2 separate species, C3H12N3O in total at a distorted geometry from the OMol25 dataset. Energies are from wB97M-V/def2-TZVPD.

## Properties
Energy relative to the best compared isomer or geometry (same formula, charge and spin), kJ/mol: 142.58
Net charge: +1
HOMO, eV: -14.0
Max |F|, eV/Å: 2.85

Each line ends with the natural charge from an NBO analysis.
Positions of all 19 atoms, in Å:
C 0.583 -0.459 3.046  -0.2617
O 0.056 -0.629 1.723  -0.7609
H -0.897 -0.733 1.827  0.4760
H -0.058 0.030 3.781  0.1879
H 0.817 -1.443 3.450  0.1829
H 1.482 0.152 2.997  0.1820
C -0.858 -1.361 -0.803  -0.4313
C 0.121 0.804 -1.587  0.6794
N 1.059 0.838 -0.646  -0.7575
N -0.749 -0.184 -1.641  -0.5424
N -0.053 1.933 -2.284  -0.7713
H 1.291 -0.014 -0.161  0.4324
H 1.633 1.610 -0.356  0.4299
H -1.415 -0.156 -2.397  0.4182
H -0.694 1.933 -3.060  0.4119
H 0.420 2.814 -2.194  0.4340
H -1.645 -1.207 -0.067  0.2068
H -0.002 -1.687 -0.228  0.2496
H -1.090 -2.242 -1.400  0.2342


Record 11
Here is a cluster of 2 separate species, C3H12N3O in total from the OMol25 dataset. Energies are from wB97M-V/def2-TZVPD.

## Properties
Energy relative to the best compared isomer or geometry (same formula, charge and spin), kJ/mol: 133.90
Net charge: +1
HOMO, eV: -14.1
Max |F|, eV/Å: 0.75

Each line ends with the natural charge from an NBO analysis.
Positions of all 19 atoms, in Å:
C -1.630 1.523 -2.746  -0.4206
N -1.654 1.611 -1.274  -0.5281
C -0.840 0.866 -0.557  0.3907
N -0.883 0.662 0.730  -0.7268
H -2.204 2.351 -3.150  0.2382
H -2.061 0.579 -3.066  0.2178
H -0.618 1.651 -3.117  0.2268
H -2.514 1.950 -0.857  0.4166
H -0.007 0.387 -1.062  0.2064
H -1.685 1.037 1.221  0.4007
H -0.118 0.095 1.266  0.4515
N 1.064 -0.713 1.971  -0.8463
C 1.604 -1.864 1.248  0.1002
O 2.983 -1.914 1.481  -0.7152
H 0.935 -0.999 2.938  0.3922
H 1.797 -0.014 2.050  0.3945
H 1.096 -2.760 1.601  0.1740
H 1.405 -1.711 0.182  0.1395
H 3.330 -2.736 1.141  0.4879


Record 12
Here is a cluster of 2 separate species, C3H12N3S in total from the OMol25 dataset. Energies are from wB97M-V/def2-TZVPD.

## Properties
Energy relative to the best compared isomer or geometry (same formula, charge and spin), kJ/mol: 209.60
Net charge: +1
HOMO, eV: -13.9
Max |F|, eV/Å: 0.71

Each line ends with the natural charge from an NBO analysis.
Positions of all 19 atoms, in Å:
C 2.752 -0.622 0.242  -0.6886
C -2.280 2.435 0.012  -0.8567
C 1.309 -0.588 -0.100  0.5634
N 0.918 -0.213 -1.294  -0.7054
N 0.442 -0.941 0.834  -0.3766
N -0.939 -1.044 0.694  -0.5947
S -1.509 -2.149 -0.513  0.1614
H 3.356 -0.190 -0.551  0.2547
H 3.075 -1.652 0.393  0.2749
H 2.944 -0.083 1.167  0.2700
H -3.138 3.044 -0.239  0.2443
H -1.376 2.984 -0.219  0.2171
H -2.322 1.527 -0.584  0.1837
H -2.311 2.196 1.067  0.2145
H 1.596 0.024 -2.004  0.4383
H -0.056 -0.221 -1.568  0.4302
H 0.800 -1.263 1.728  0.4230
H -1.385 -0.132 0.604  0.4005
H -1.873 -3.114 0.331  0.1459


Record 13
Here is a cluster of 2 separate species, C3H12N4 in total from the OMol25 dataset. Energies are from wB97M-V/def2-TZVPD.

## Properties
Energy relative to the best compared isomer or geometry (same formula, charge and spin), kJ/mol: 107.13
SMILES string: N/C=C/N.NCN
Net charge: 0
HOMO, eV: -8.0
Max |F|, eV/Å: 0.75

Each line ends with the natural charge from an NBO analysis.
Positions of all 19 atoms, in Å:
N 1.173 0.164 -0.954  -0.8288
C 0.792 1.162 -1.867  -0.0029
C -0.402 1.741 -1.951  -0.1423
N -0.739 2.606 -3.057  -0.8473
H 1.775 -0.500 -1.421  0.3642
H 0.386 -0.331 -0.553  0.3850
H 1.588 1.497 -2.522  0.1900
H -1.167 1.489 -1.220  0.1625
H -0.972 3.535 -2.729  0.3554
H -1.530 2.201 -3.538  0.3581
N -0.428 -0.455 1.608  -0.8541
C -0.195 -1.894 1.706  -0.0623
N 0.294 -2.425 2.975  -0.8317
H -1.154 -0.169 2.257  0.3522
H 0.403 0.059 1.878  0.3582
H -1.145 -2.378 1.487  0.1797
H 0.541 -2.160 0.948  0.1726
H 1.148 -1.941 3.240  0.3466
H -0.368 -2.201 3.712  0.3451